# 1
{
  "formula": "C40H32N6O4ReS2",
  "method": "ωB97M-V/def2-TZVPD",
  "gap_ev": [5.46, 5.49],
  "e_homo_ev": [-7.04, -7.45],
  "s2": 1.182,
  "total_charge": 0,
  "multiplicity": 2,
  "elements": ["C", "H", "H", "H", "C", "C", "H", "C", "H", "H", "H", "C", "H", "C", "C", "C", "H", "C", "H", "C", "C", "O", "C", "C", "N", "C", "H", "C", "H", "C", "C", "S", "H", "C", "N", "H", "C", "H", "C", "C", "N", "C", "H", "C", "C", "H", "O", "N", "C", "H", "C", "H", "H", "H", "S", "H", "H", "C", "N", "H", "C", "H", "C", "H", "N", "C", "C", "C", "H", "C", "C", "H", "Re", "O", "C", "C", "C", "H", "O", "C", "C", "H", "H", "C", "H"],
  "xyz": [[2.088, -0.264, -0.514], [-2.338, 3.518, 0.105], [-0.438, 5.881, 4.822], [0.449, -5.291, 4.678], [0.668, -3.476, -1.991], [-0.537, 4.359, 3.318], [0.879, -7.394, 3.472], [-1.513, 3.815, -3.071], [-0.271, -3.777, -2.439], [-2.005, 7.384, 3.618], [-0.083, -7.757, 1.225], [1.241, 3.498, -2.658], [2.399, 2.056, 0.529], [1.697, -4.373, -1.803], [4.651, -0.070, -0.483], [3.309, 1.543, 0.834], [-2.505, -2.345, -0.409], [-1.268, -4.646, 1.839], [-0.988, 5.675, -3.979], [-2.002, 4.789, 1.445], [-4.925, 0.115, -2.027], [-2.592, 4.448, 0.283], [-1.091, 3.950, 2.107], [2.881, -3.962, -1.205], [-1.787, 1.665, -1.898], [0.034, -5.440, 3.687], [-5.545, 0.853, -2.514], [-0.868, 5.578, 3.876], [-2.985, 6.680, 1.459], [4.002, 0.454, -2.839], [-4.482, -2.078, -1.183], [-1.561, -0.787, 1.657], [5.506, -0.248, 0.163], [3.026, -2.639, -0.829], [-3.066, 1.618, -2.128], [4.447, 0.535, -3.823], [0.026, -1.177, 2.179], [-6.386, -1.440, -1.972], [-0.623, 4.777, -3.499], [-3.213, -1.667, -0.860], [1.084, -0.838, 1.496], [-1.748, 6.418, 3.201], [-4.781, -3.097, -0.990], [-5.368, -1.150, -1.749], [0.277, -6.623, 3.009], [4.169, 2.123, 0.497], [-0.308, -1.386, -1.683], [0.689, 1.337, -1.558], [0.747, 4.626, -3.283], [3.961, -2.330, -0.386], [1.845, 0.727, -1.626], [1.568, -5.407, -2.098], [-1.089, -3.368, 4.935], [3.683, -4.665, -1.026], [0.345, -1.956, 3.716], [-1.456, -5.986, 0.178], [1.428, 5.406, -3.595], [-0.637, 2.650, 1.521], [-2.776, -0.416, -1.066], [-1.937, -2.683, 3.533], [4.901, 0.050, -1.794], [3.301, 1.526, 1.921], [3.368, 0.096, 0.267], [3.375, -0.601, 1.104], [0.912, -0.182, 0.389], [-1.027, -3.177, 3.865], [-0.747, -4.442, 3.112], [0.358, 2.505, -2.238], [-1.876, -3.873, 1.388], [-1.025, 2.684, -2.414], [2.010, -1.709, -1.022], [2.300, 3.395, -2.462], [-0.830, 0.309, -0.546], [-1.409, 2.176, 0.581], [0.770, -2.139, -1.563], [-1.032, -5.833, 1.162], [-3.597, 0.461, -1.720], [0.164, 3.689, 3.798], [0.398, 2.122, 1.908], [-0.260, -6.825, 1.746], [2.716, 0.867, -2.739], [2.266, 1.311, -3.620], [5.922, -0.115, -2.116], [-2.304, 6.033, 1.997], [-2.579, 3.932, -3.201]],
  "forces_ev_per_angstrom": [[0.2, -0.6, 0.0], [0.0, 0.0, 0.0], [0.0, 0.0, 0.0], [0.0, 0.0, 0.0], [-0.1, 0.1, 0.0], [-0.1, 0.1, -0.1], [0.0, 0.0, 0.0], [-0.1, -0.2, 0.2], [0.0, 0.0, 0.0], [0.0, 0.0, 0.0], [0.0, 0.0, 0.0], [0.0, -0.3, 0.2], [0.0, 0.0, 0.0], [-0.1, 0.0, 0.0], [0.0, 0.1, -0.1], [0.1, -0.1, 0.0], [0.1, 0.0, 0.0], [-0.1, 0.0, 0.0], [0.0, 0.0, 0.0], [0.1, 0.0, 0.2], [-0.1, 0.0, 0.0], [-0.1, 0.2, -0.1], [0.0, 0.0, -0.1], [0.2, 0.1, 0.1], [0.4, -2.0, 0.9], [0.0, 0.0, 0.0], [0.0, 0.0, 0.0], [0.1, 0.0, 0.1], [0.0, 0.0, 0.0], [-0.6, 0.3, 0.1], [0.1, 0.1, 0.0], [1.0, 0.7, -1.3], [0.0, -0.1, 0.0], [0.0, -0.1, 0.0], [-0.2, 0.7, -0.5], [0.0, 0.0, 0.0], [-0.9, 0.1, 0.1], [0.0, 0.0, -0.1], [0.2, 0.1, 0.0], [-0.1, -0.4, 0.0], [1.0, -0.2, 0.3], [0.0, 0.0, 0.0], [0.0, 0.0, 0.0], [0.0, 0.0, 0.0], [0.0, 0.0, 0.0], [0.0, 0.0, 0.0], [-0.4, 0.7, 0.2], [0.7, -0.6, 0.7], [-0.1, 0.1, -0.1], [0.0, 0.0, 0.1], [-1.0, 0.0, 0.4], [0.0, 0.0, 0.0], [-0.1, 0.1, 0.0], [0.0, 0.0, 0.0], [0.0, -0.1, 0.1], [0.0, 0.0, 0.0], [0.0, 0.0, 0.0], [0.2, 0.0, 0.1], [0.4, 0.4, 0.0], [-0.1, -0.1, 0.1], [0.4, -0.2, 0.3], [0.0, 0.0, 0.0], [-0.1, 0.2, -0.3], [0.0, 0.0, 0.0], [-1.1, 0.0, -0.1], [0.4, 0.3, -0.2], [0.0, -0.1, 0.0], [-0.6, 0.7, -0.6], [0.0, 0.0, 0.0], [0.5, 0.6, -0.4], [-0.3, 0.2, -0.1], [0.0, 0.0, 0.0], [-1.1, 0.6, 0.7], [0.4, -0.9, -0.3], [0.3, -0.1, -0.1], [0.0, 0.0, -0.1], [0.1, -0.4, 0.3], [0.0, 0.0, 0.0], [-0.2, 0.0, -0.1], [0.0, 0.0, 0.0], [0.8, 0.1, -0.5], [-0.1, -0.1, 0.0], [0.0, 0.0, 0.0], [-0.1, 0.0, -0.1], [0.0, 0.0, 0.0]],
  "mulliken_spin": [0.02, 0.00, 0.00, 0.00, -0.01, 0.00, 0.00, 0.10, 0.00, 0.00, 0.00, -0.04, 0.00, 0.01, 0.00, 0.00, 0.00, 0.00, 0.00, 0.00, 0.05, 0.00, 0.01, -0.01, 0.23, 0.00, 0.00, 0.00, 0.00, 0.00, 0.07, 0.16, 0.00, 0.01, 0.34, 0.00, 0.10, 0.00, -0.04, 0.01, 0.09, 0.00, 0.00, 0.00, 0.00, 0.00, 0.05, 0.00, 0.07, 0.00, -0.03, 0.00, 0.00, 0.00, 0.05, 0.00, 0.00, 0.00, 0.10, 0.00, 0.00, 0.00, 0.01, 0.01, 0.36, 0.00, 0.01, 0.11, 0.00, -0.13, 0.02, 0.00, -0.69, 0.00, 0.00, 0.00, -0.04, 0.00, 0.01, 0.00, 0.00, 0.00, 0.00, 0.00, 0.01]
}



# 2
{
  "formula": "C26H22N11O5SY",
  "method": "ωB97M-V/def2-TZVPD",
  "gap_ev": 6.70,
  "e_homo_ev": -7.09,
  "total_charge": 0,
  "elements": ["C", "Y", "H", "C", "C", "C", "C", "H", "H", "C", "H", "H", "H", "N", "N", "H", "O", "H", "C", "N", "C", "H", "C", "H", "H", "H", "H", "C", "C", "H", "C", "C", "C", "C", "N", "C", "O", "C", "H", "H", "N", "H", "C", "N", "H", "N", "H", "C", "H", "C", "O", "C", "N", "N", "C", "S", "N", "C", "O", "C", "O", "C", "H", "N", "C", "H"],
  "xyz": [[3.025, 0.574, 3.095], [-0.345, 0.346, -0.490], [1.202, 3.161, -4.662], [-2.759, 3.980, -1.375], [2.446, 0.574, 1.836], [-2.148, 2.743, 0.616], [-0.173, 2.935, -2.410], [-4.491, 5.221, -1.194], [3.959, -0.075, -3.946], [-1.046, 1.546, 2.423], [3.831, -6.155, -2.028], [3.818, -6.303, 2.251], [-1.564, -2.065, 0.814], [1.158, 0.830, 1.630], [-1.196, 1.869, 1.155], [2.755, -0.480, -1.814], [-1.853, 1.558, 3.372], [4.426, -7.299, 0.076], [0.382, 1.096, 2.689], [1.430, 1.074, -2.068], [-3.831, 4.532, -0.684], [-5.121, 0.892, 0.378], [2.463, 0.329, -2.473], [-0.967, -1.480, 2.219], [2.617, -3.997, -1.961], [-2.572, 4.241, -2.405], [2.613, -4.141, 2.325], [2.888, -4.587, 1.379], [2.212, 0.806, 4.193], [-4.881, 4.662, 1.182], [1.604, 2.347, -4.077], [-3.217, 3.317, 1.300], [3.902, -6.354, 0.107], [3.124, 0.551, -3.664], [1.306, -1.690, 0.247], [2.676, 1.578, -4.485], [-1.567, -3.369, -0.656], [2.895, -4.502, -1.046], [-2.685, -0.173, 2.602], [4.085, 0.389, 3.204], [-1.436, -1.201, 1.363], [-4.906, 0.396, 2.043], [1.010, 2.074, -2.853], [-0.460, -1.495, -1.970], [0.178, 1.262, 4.798], [-0.800, 2.442, -1.338], [3.040, 0.358, 0.956], [0.866, 1.061, 3.989], [2.623, 0.801, 5.194], [-1.900, 3.088, -0.737], [-4.638, 0.643, -1.537], [3.561, -5.795, 1.332], [-2.843, -0.175, -0.409], [-4.632, 0.353, 1.076], [-4.054, 4.213, 0.646], [-1.050, -2.839, -1.943], [-2.752, -0.773, 1.775], [1.863, -2.694, 0.225], [-0.395, 3.954, -3.059], [3.569, -5.711, -1.078], [-2.692, 0.470, -2.461], [2.561, -3.944, 0.186], [3.159, 1.767, -5.435], [-3.452, 0.360, -1.520], [-3.450, -0.157, 0.768], [-3.370, 3.062, 2.339]],
  "forces_ev_per_angstrom": [[0.0, 0.0, 0.0], [0.2, -0.1, 0.6], [0.0, 0.0, 0.0], [0.0, 0.0, 0.0], [0.0, 0.0, 0.0], [0.0, 0.0, 0.0], [0.0, 0.0, 0.0], [0.0, 0.0, 0.0], [0.0, 0.0, 0.0], [0.0, 0.0, 0.0], [0.0, 0.0, 0.0], [0.0, 0.0, 0.0], [0.0, 0.0, 0.0], [-0.1, -0.1, -0.1], [0.1, 0.0, -0.1], [0.0, 0.0, 0.0], [0.0, 0.0, 0.0], [0.0, 0.0, 0.0], [0.0, 0.0, 0.0], [-0.2, -0.1, 0.0], [0.0, 0.0, 0.0], [0.0, 0.0, 0.0], [0.0, 0.0, 0.0], [0.0, 0.0, 0.0], [0.0, 0.0, 0.0], [0.0, 0.0, 0.0], [0.0, 0.0, 0.0], [0.0, 0.0, 0.0], [0.0, 0.0, 0.0], [0.0, 0.0, 0.0], [0.1, 0.0, 0.1], [0.0, 0.0, 0.0], [0.0, 0.0, 0.0], [0.0, 0.0, 0.0], [0.0, 0.1, -0.2], [0.0, 0.0, 0.0], [0.0, 0.0, 0.0], [0.0, 0.0, 0.0], [0.0, 0.0, 0.0], [0.0, 0.0, 0.0], [-0.1, -0.1, 0.1], [0.0, 0.0, 0.0], [-0.1, 0.1, -0.1], [0.0, 0.0, -0.2], [0.0, 0.0, 0.0], [0.0, -0.1, 0.0], [0.0, 0.0, 0.0], [0.0, 0.0, 0.0], [0.0, 0.0, 0.0], [0.0, 0.0, -0.1], [0.0, 0.0, 0.0], [0.0, 0.0, 0.0], [0.2, 0.2, -0.2], [0.0, 0.0, 0.1], [0.0, 0.0, 0.0], [0.0, 0.0, 0.2], [0.1, 0.1, -0.1], [0.0, 0.0, 0.1], [0.0, 0.0, 0.0], [0.0, 0.0, 0.0], [-0.2, 0.1, 0.0], [0.0, -0.1, 0.0], [0.0, 0.0, 0.0], [0.0, -0.2, -0.1], [0.0, 0.0, 0.1], [0.0, 0.0, 0.0]],
  "mulliken_charge": [-1.00, 0.74, 0.50, -0.71, 0.03, 0.85, 0.20, 0.40, 0.41, 0.08, 0.40, 0.39, 0.30, 0.31, 0.40, 0.34, -0.81, 0.39, 0.27, -0.10, -0.71, 0.23, 0.11, 0.31, 0.49, 0.48, 0.48, -0.45, -0.32, 0.39, -0.84, -0.54, -0.36, -0.92, 0.11, -0.30, -0.65, -0.32, 0.37, 0.44, -0.07, 0.24, 0.53, -0.21, 0.52, 0.36, 0.44, -0.93, 0.44, -0.39, -0.78, -0.62, -0.16, -0.29, -0.77, 0.11, -0.64, -0.08, -0.76, -0.65, -0.60, 0.40, 0.42, 1.08, 0.53, 0.52]
}